No. 1
DFT (ωB97M-V/def2-TZVPD) results for C5H6O2 in the gas phase in a non-equilibrium geometry.

Computed properties:
- Energy above the lowest of the compared OMol25 structures with the same formula, charge and spin: 95.6 kcal/mol
- SMILES: O=CCC#CCO
- Lowest unoccupied orbital energy: 0.455 eV

```
! wB97M-V def2-TZVPD RIJCOSX def2/J DEFGRID3
* xyz 0 1
O 0.06522 2.90202 2.39088
C -0.19365 2.01674 1.61102
C 0.32913 0.62285 1.68925
C 0.35962 -0.20561 0.51645
C -0.04560 -1.05817 -0.24585
C -0.17437 -1.74537 -1.51498
O 0.44216 -1.00251 -2.54584
H -0.93500 2.14406 0.79984
H 1.13306 0.48338 2.43540
H -0.66556 -0.05301 1.57967
H 0.24540 -2.75308 -1.40574
H -1.22789 -1.85083 -1.78755
H 1.31665 -0.74944 -2.21977
*
```

Atom charges from the Mulliken analysis, given in e for atoms 1 to 4:
1 O -0.47
2 C 0.10
3 C -0.61
4 C -0.02

=====

No. 2
DFT (ωB97M-V/def2-TZVPD) results for C5H6O2 in the gas phase in a non-equilibrium geometry.

Computed properties:
- Energy above the lowest of the compared OMol25 structures with the same formula, charge and spin: 57.4 kcal/mol
- SMILES: C1=COCOC=C1
- Lowest unoccupied orbital energy: 0.898 eV

```
! wB97M-V def2-TZVPD RIJCOSX def2/J DEFGRID3
* xyz 0 1
C 1.04220 1.05226 -0.14158
C 1.53191 0.08256 0.67852
O 0.84409 -1.04140 0.93268
C -0.59646 -1.31661 0.76307
O -1.05686 -1.33703 -0.60584
C -1.13750 -0.09819 -1.16018
C -0.23597 0.96328 -0.96741
H 1.55267 2.02142 -0.13661
H 2.38251 0.41744 1.21582
H -1.13383 -0.59519 1.37059
H -0.66609 -2.27217 1.21760
H -2.05535 0.26422 -1.67870
H -0.47131 1.85942 -1.48795
*
```

Atom charges from the Mulliken analysis, given in e for atoms 1 to 4:
1 C -0.38
2 C -0.06
3 O -0.42
4 C -0.26

=====

No. 3
DFT (ωB97M-V/def2-TZVPD) results for C5H6O2 in the gas phase.

Computed properties:
- Energy above the lowest of the compared OMol25 structures with the same formula, charge and spin: 2.2 kcal/mol
- SMILES: O=C1CCC(=O)C1
- Lowest unoccupied orbital energy: 0.585 eV

```
! wB97M-V def2-TZVPD RIJCOSX def2/J DEFGRID3
* xyz 0 1
O 0.63942 -2.37998 -0.00177
C 0.36105 -1.22170 -0.16153
C -1.05057 -0.63823 -0.24678
C -0.91350 0.74582 0.43781
C 0.55888 1.14773 0.25642
O 1.00486 2.25262 0.42954
C 1.34003 -0.06609 -0.23557
H -1.75871 -1.33601 0.21603
H -1.32651 -0.51938 -1.30064
H -1.15207 0.57528 1.49494
H -1.55329 1.56815 0.08566
H 2.26397 -0.23027 0.31680
H 1.58644 0.10207 -1.29091
*
```

Atom charges from the Mulliken analysis, given in e for atoms 1 to 4:
1 O -0.54
2 C 0.47
3 C -0.62
4 C -0.49

=====

No. 4
DFT (ωB97M-V/def2-TZVPD) results for C5H6O2 in the gas phase in a non-equilibrium geometry.

Computed properties:
- Energy above the lowest of the compared OMol25 structures with the same formula, charge and spin: 144.4 kcal/mol
- Lowest unoccupied orbital energy (spin up / spin down): 0.373 / 0.828 eV

```
! wB97M-V def2-TZVPD RIJCOSX def2/J DEFGRID3
* xyz 0 1
C -1.39076 -1.54930 -0.00168
C -0.12606 -0.83734 0.28328
O 0.77309 -0.80520 -0.63121
C 1.91557 -0.11929 -0.55419
O 1.83532 0.98031 0.32241
C 0.77962 1.77438 0.26190
C -0.17019 2.51364 0.35917
H -1.54127 -1.62923 -1.08139
H -2.22633 -0.98383 0.42490
H -1.39977 -2.55355 0.43943
H 0.10965 -0.38695 1.23990
H 2.31923 0.08209 -1.53997
H -0.93417 3.25445 0.45517
*
```

Atom charges from the Mulliken analysis, given in e for atoms 1 to 4:
1 C -1.04
2 C -0.03
3 O -0.26
4 C -0.20

=====

No. 5
DFT (ωB97M-V/def2-TZVPD) results for C5H6O2 in the gas phase.

Computed properties:
- Energy above the lowest of the compared OMol25 structures with the same formula, charge and spin: 31.2 kcal/mol
- SMILES: C=C1COCC1=O
- Lowest unoccupied orbital energy: 0.172 eV

```
! wB97M-V def2-TZVPD RIJCOSX def2/J DEFGRID3
* xyz 0 1
C -0.36141 -0.70888 1.84013
C -0.03522 -0.38826 0.59368
C 1.26591 0.13563 0.07325
O 0.93289 1.07942 -0.94091
C -0.35406 0.78731 -1.45694
C -0.94250 -0.33222 -0.59584
O -1.92769 -0.98155 -0.83982
H -1.31704 -1.15710 2.08986
H 0.32526 -0.51014 2.65867
H 1.91391 0.61507 0.81100
H 1.80497 -0.72350 -0.35846
H -0.99634 1.67366 -1.35798
H -0.30868 0.51058 -2.51664
*
```

Atom charges from the Mulliken analysis, given in e for atoms 1 to 4:
1 C -0.90
2 C 0.55
3 C -0.44
4 O -0.36

=====

No. 6
DFT (ωB97M-V/def2-TZVPD) results for a molecular structure, C5H6O2 in a non-equilibrium geometry.

Computed properties:
- Energy above the lowest of the compared OMol25 structures with the same formula, charge and spin: 97.5 kcal/mol
- Lowest unoccupied orbital energy: 0.499 eV

```
! wB97M-V def2-TZVPD RIJCOSX def2/J DEFGRID3
* xyz 0 1
C 0.14130 -1.11142 -0.64802
C 1.06994 -0.27779 0.18785
O 0.72688 0.88222 -1.27104
C -0.49412 0.25134 -0.99217
C -0.87749 0.81224 0.40151
O -1.09257 -0.17129 1.39052
C 0.23479 0.36162 1.24716
H 0.69039 -1.57660 -1.46751
H -0.51753 -1.79625 -0.11699
H 2.14332 -0.40026 0.31202
H -1.31108 0.32491 -1.72060
H -1.33870 1.78449 0.54299
H 0.63921 0.86963 2.11820
*
```

Atom charges from the Mulliken analysis, given in e for atoms 1 to 4:
1 C -0.67
2 C -0.24
3 O -0.56
4 C -0.12

=====

No. 7
DFT (ωB97M-V/def2-TZVPD) results for a molecular structure, C5H6O2.

Computed properties:
- Energy above the lowest of the compared OMol25 structures with the same formula, charge and spin: 63.1 kcal/mol
- Lowest unoccupied orbital energy: 0.824 eV

```
! wB97M-V def2-TZVPD RIJCOSX def2/J DEFGRID3
* xyz 0 1
O -1.73404 0.37745 -2.37203
C -1.61715 -0.01651 -1.23666
C -0.67045 0.63181 -0.25040
O -0.85483 0.19163 1.10411
C 0.56037 0.11300 1.27348
C 1.14816 -0.98173 0.46517
C 0.82809 0.33792 -0.19631
H -2.23352 -0.84623 -0.83425
H -0.81251 1.71802 -0.32336
H 0.97855 0.54870 2.17476
H 2.21894 -1.09935 0.62363
H 0.61044 -1.90690 0.27529
H 1.57796 0.93220 -0.70343
*
```

Atom charges from the Mulliken analysis, given in e for atoms 1 to 4:
1 O -0.47
2 C -0.13
3 C 0.27
4 O -0.44

=====

No. 8
DFT (ωB97M-V/def2-TZVPD) results for a molecular structure, C5H6O2 in a non-equilibrium geometry.

Computed properties:
- Energy above the lowest of the compared OMol25 structures with the same formula, charge and spin: 116.2 kcal/mol
- Lowest unoccupied orbital energy: 0.144 eV

```
! wB97M-V def2-TZVPD RIJCOSX def2/J DEFGRID3
* xyz 0 1
O 1.32097 -1.84008 -0.24780
C 0.63335 -0.92911 0.57655
C 0.04206 0.33657 -0.14820
C -0.77156 0.05952 -1.27078
O -0.18466 -0.52209 -2.21509
C -0.37093 1.35689 0.74899
C -0.68428 2.21429 1.55079
H 0.67637 -2.23988 -0.85820
H -0.18437 -1.41372 1.13533
H 1.36343 -0.54912 1.29722
H 0.92329 0.23729 -1.26758
H -1.80201 0.30418 -1.53764
H -0.96167 2.98525 2.23642
*
```

Atom charges from the Mulliken analysis, given in e for atoms 1 to 4:
1 O -0.52
2 C -0.50
3 C 0.14
4 C -0.27

=====

No. 9
DFT (ωB97M-V/def2-TZVPD) results for C5H6O2 in the gas phase in a non-equilibrium geometry.

Computed properties:
- Energy above the lowest of the compared OMol25 structures with the same formula, charge and spin: 104.5 kcal/mol
- SMILES: C1=COCOC=C1
- Lowest unoccupied orbital energy: 0.863 eV

```
! wB97M-V def2-TZVPD RIJCOSX def2/J DEFGRID3
* xyz 0 1
C 0.33104 1.40911 0.27364
C -0.90433 1.22904 -0.21257
O -1.54385 -0.02671 -0.17108
C -0.86628 -1.04708 0.46321
O 0.25808 -1.27698 -0.40942
C 1.33074 -0.70648 -0.11194
C 1.51571 0.59998 0.07226
H 0.58817 2.62705 -0.01179
H -1.47434 2.32632 -0.39452
H -0.67588 -0.83900 1.41729
H -1.40228 -2.06421 0.46504
H 2.13622 -1.40300 -0.03525
H 2.67299 0.87496 0.29566
*
```

Atom charges from the Mulliken analysis, given in e for atoms 1 to 4:
1 C -0.48
2 C 0.15
3 O -0.38
4 C -0.31

=====

No. 10
DFT (ωB97M-V/def2-TZVPD) results for C5H6O2 in the gas phase.

Computed properties:
- Energy above the lowest of the compared OMol25 structures with the same formula, charge and spin: 51.3 kcal/mol
- SMILES: O=C1CC2(CO2)C1
- Lowest unoccupied orbital energy: 0.787 eV

```
! wB97M-V def2-TZVPD RIJCOSX def2/J DEFGRID3
* xyz 0 1
O -2.71723 -0.58801 0.35644
C -1.62619 -0.28452 -0.03888
C -0.78884 0.99147 0.04389
C 0.44041 0.08957 -0.13452
C 1.80019 0.27880 0.35840
O 1.47131 0.47732 -1.01439
C -0.42699 -1.17092 -0.34835
H -0.90106 1.55078 0.97657
H -0.91020 1.65846 -0.81594
H 2.04672 1.17946 0.92095
H 2.45013 -0.57329 0.55154
H -0.28975 -1.69504 -1.29826
H -0.54848 -1.91406 0.44255
*
```

Atom charges from the Mulliken analysis, given in e for atoms 1 to 4:
1 O -0.56
2 C 0.49
3 C -0.67
4 C 0.87